A structure of composition C13H11NiO5P, computed with ωB97M-V with the def2-TZVPD basis set.

CARTESIAN COORDINATES (ANGSTROEM)
Ni (0.653, -0.617, -2.002)
P (0.881, 0.197, 0.041)
O (0.575, -3.388, -1.109)
O (0.597, -1.710, -4.762)
O (-2.256, -0.740, -1.998)
O (3.580, -0.748, -2.147)
O (0.596, 2.808, -3.385)
C (-2.140, -0.530, 2.769)
C (0.519, -2.329, -1.554)
C (0.619, 1.780, -2.912)
C (-3.047, 0.487, 2.472)
C (0.609, -1.227, -3.718)
C (-0.731, 0.186, 0.946)
C (-1.658, 1.187, 0.617)
C (-2.806, 1.347, 1.399)
C (2.464, -0.547, -2.369)
C (1.526, 1.689, 0.836)
C (-1.126, -0.544, -2.179)
C (1.968, -0.963, 0.895)
C (-0.977, -0.690, 2.006)
H (-2.316, -1.205, 3.602)
H (1.706, -2.009, 0.723)
H (1.423, 1.507, 1.923)
H (0.948, 2.586, 0.589)
H (2.585, 1.882, 0.632)
H (2.967, -0.778, 0.478)
H (-1.466, 1.863, -0.228)
H (-3.503, 2.148, 1.160)
H (-0.253, -1.478, 2.237)
H (-3.942, 0.613, 3.069)
H (2.003, -0.776, 1.972)

Computed properties:
- ⟨S²⟩: 2.02
- Multiplicity: 3
- Frontier orbital gap (spin up / spin down): 0.25312 / 0.20027 Ha
- Energy above the lowest of the compared OMol25 structures with the same formula, charge and spin: 0.000 eV
- Net charge: +2
- E_tot: -2727.1013 hartree

A cluster of 2 separate species, C13H11O2S in total, computed with ωB97M-V with the def2-TZVPD basis set.

CARTESIAN COORDINATES (ANGSTROEM)
S (1.134, 2.659, 4.358)
O (2.224, -0.413, 1.060)
O (-3.193, -0.317, 1.268)
C (-1.952, -0.337, 1.341)
C (3.653, 7.167, 1.355)
C (0.219, 0.862, 1.336)
C (0.994, -0.391, 1.239)
C (-1.173, -1.590, 1.392)
C (1.656, 6.042, 2.380)
C (3.806, 4.924, 2.517)
C (3.231, 3.879, 3.218)
C (0.175, -1.613, 1.355)
C (-1.128, 0.886, 1.372)
C (3.032, 6.020, 2.095)
C (1.061, 5.010, 3.082)
C (1.838, 3.901, 3.522)
H (-1.748, -2.513, 1.440)
H (1.059, 6.892, 2.043)
H (3.821, 3.028, 3.549)
H (-1.667, 1.832, 1.411)
H (4.726, 7.009, 1.215)
H (-0.002, 5.021, 3.310)
H (3.513, 8.111, 1.897)
H (3.194, 7.301, 0.367)
H (0.795, 1.787, 1.352)
H (4.874, 4.912, 2.286)
H (0.718, -2.556, 1.377)

Computed properties:
- Frontier orbital gap: 0.13300 Ha
- Net charge: -1
- E_tot: -1050.6566 hartree

A structure of composition C13H12BeN7OS, computed with ωB97M-V with the def2-TZVPD basis set.

CARTESIAN COORDINATES (ANGSTROEM)
S (-0.932, 0.682, -1.788)
O (1.473, 0.554, -0.300)
N (0.617, -2.714, -1.576)
N (-1.070, -3.017, 2.092)
N (-0.201, -4.023, 0.111)
N (1.606, 1.270, -1.413)
N (-1.022, -5.288, 1.841)
N (-0.179, -1.671, 0.315)
N (-0.706, 0.521, 1.479)
C (-1.993, 0.742, 3.954)
C (3.007, 2.557, -2.811)
C (2.809, 1.811, -1.683)
C (1.935, 2.751, -3.688)
C (-1.089, -0.602, 2.191)
C (-0.789, -1.818, 1.552)
C (0.531, 1.425, -2.234)
C (-1.596, 1.890, 3.218)
C (0.716, 2.190, -3.398)
C (-1.739, -0.495, 3.441)
C (0.063, -2.807, -0.346)
C (-0.972, 1.723, 2.012)
C (-0.753, -4.060, 1.342)
Be (0.001, -0.015, 0.035)
H (-0.640, -6.095, 1.384)
H (2.062, 3.339, -4.588)
H (3.978, 2.984, -3.013)
H (-0.657, 2.575, 1.420)
H (-1.789, 2.883, 3.598)
H (-2.019, -1.412, 3.941)
H (0.644, -3.562, -2.113)
H (-1.316, -5.333, 2.799)
H (-0.134, 2.318, -4.051)
H (0.602, -1.825, -2.046)
H (3.574, 1.608, -0.949)
H (-2.490, 0.855, 4.908)

Computed properties:
- ⟨S²⟩: 0.76
- Multiplicity: 2
- Frontier orbital gap (spin up / spin down): 0.20289 / 0.31556 Ha
- Net charge: 0
- E_tot: -1374.2451 hartree

Question: Look up the net charge of the second one.
Answer: -1